# 1
19
Properties=species:S:1:pos:R:3:forces:R:3:lowdin_charge:R:1 method="wB97M-V/def2-TZVPD" e_tot_ev=-13551.7286 gap_ev="6.94 / 7.44" lumo_energy_ha="0.0003 / -0.0199" de_lowest_kcal_mol=137.4
C 2.1824 0.9471 -0.1885 -2.43 -0.63 1.07 -0.070
C 1.1046 1.8273 0.1782 -0.60 -2.53 -0.07 -0.040
C 2.0190 -0.4364 -0.2386 -1.04 0.62 0.35 -0.006
C -0.2312 1.3088 0.2959 0.81 0.10 -0.35 0.000
C 0.7355 -0.9774 0.1021 -1.17 3.31 -0.73 -0.176
C -0.4046 -0.0446 0.1293 3.28 0.45 -0.38 -0.213
C -2.6426 -0.1053 0.0491 -3.67 0.93 1.23 -0.155
C -3.3086 1.0347 0.0084 -0.69 0.97 -0.01 -0.023
C 0.3939 -2.2467 0.2257 1.85 -3.62 -0.60 -0.098
O -1.5369 -0.5901 -0.3578 0.48 -0.85 -0.33 0.036
O 1.2850 -3.2804 -0.0473 1.56 1.52 -0.98 -0.010
H 3.1094 1.4052 -0.2451 1.79 0.55 -0.57 0.073
H 1.3282 2.8477 0.3321 0.01 0.93 0.06 0.080
H 2.7354 -1.1828 -0.5502 0.73 0.59 0.14 0.094
H -1.1636 1.8765 0.3665 0.89 0.34 0.06 0.085
H -2.8683 1.8797 -0.5904 -0.64 -0.69 0.47 0.071
H -4.3136 1.2635 0.5386 1.99 -0.81 -1.00 0.088
H -0.5530 -2.6279 0.5131 -0.61 -0.10 0.16 0.128
H 2.1288 -2.8989 -0.5212 -2.54 -1.11 1.46 0.136



# 2
14
Properties=species:S:1:pos:R:3:forces:R:3:lowdin_charge:R:1 method="wB97M-V/def2-TZVPD" e_tot_ev=-7357.9583 gap_ev="7.45 / 8.37" lumo_energy_ha="0.0087 / 0.0303" de_lowest_kcal_mol=99.1
O 1.9223 -1.5288 -0.6903 0.17 -0.30 0.23 0.006
C 0.8884 -0.6498 -0.6271 0.01 -0.05 -0.29 -0.196
C -0.2904 -1.0710 0.1484 0.02 -0.20 0.17 -0.219
C -1.3141 -0.0221 0.4041 0.05 0.25 -0.04 -0.129
C -0.9530 1.2748 0.4040 -0.13 -0.39 0.13 -0.199
C 0.3715 1.7322 0.0669 -0.26 1.01 0.15 -0.003
H 1.7118 -2.3333 -0.1884 0.15 0.37 0.01 0.104
H 0.8401 -0.0807 -1.5426 -0.24 -0.07 0.01 0.104
H 0.1154 -1.3578 1.1346 -0.19 -0.14 -0.01 0.138
H -0.7436 -1.9858 -0.2653 0.04 0.12 -0.11 0.128
H -2.3025 -0.3465 0.7095 0.06 0.10 0.00 0.096
H -1.6649 1.9902 0.8270 0.21 -0.06 -0.16 0.097
H 0.7962 1.6831 -0.9141 -0.13 -0.11 -0.23 0.020
H 0.6228 2.6954 0.5334 0.25 -0.52 0.13 0.051



# 3
93
Properties=species:S:1:pos:R:3:forces:R:3:lowdin_charge:R:1 method="wB97M-V/def2-TZVPD" e_tot_ev=-93584.0082 gap_ev="5.09 / 5.09" charge=+1 lumo_energy_ha="-0.1136 / -0.1136"
Pt 0.3830 0.0830 -0.0629 -1.27 -0.80 -1.56 0.537
C 1.7907 5.1174 -3.4823 -0.15 -0.11 0.19 -0.038
C 0.8135 4.0017 -3.1144 -0.10 0.01 -0.84 -0.546
C 1.3247 2.7068 -3.7504 -0.08 0.00 0.12 -0.042
C -0.5799 4.3671 -3.6373 0.10 -0.04 0.10 -0.027
N 0.7380 3.8677 -1.6495 -0.17 -0.38 0.76 0.013
C 1.3302 4.7089 -0.7393 0.17 0.25 0.39 -0.041
C 0.9366 4.3245 0.4933 0.13 0.22 -0.15 -0.050
N 0.0997 3.2452 0.3740 0.29 0.38 -0.78 0.054
B -0.6109 2.6449 1.6190 -0.10 -0.75 0.42 -0.596
N -2.0266 2.1712 1.2505 -0.33 -0.28 -0.23 0.003
C -3.0644 3.0577 1.2747 -0.51 0.12 -0.20 -0.028
C -4.1871 2.4157 0.8808 0.05 0.79 0.25 -0.018
N -3.8506 1.1146 0.6215 0.59 0.15 0.30 0.014
C -2.5260 0.9927 0.8464 0.22 -0.23 0.17 -0.726
S -1.6691 -0.4931 0.8156 0.68 -0.55 -1.74 0.559
C -4.7634 0.1188 0.0362 -0.25 -0.51 -0.41 -0.541
C -6.2078 0.6011 0.1748 0.22 0.01 0.02 -0.040
C -4.4053 -0.0040 -1.4470 -0.01 0.00 0.08 -0.025
C -4.6404 -1.2230 0.7626 0.00 0.01 -0.04 -0.058
N 0.2938 1.5521 2.2648 0.09 0.24 0.08 -0.021
C 1.6619 1.6759 2.3080 0.83 -0.02 0.63 -0.117
C 2.1283 0.9104 3.3214 0.42 0.65 -0.71 -0.111
N 1.0605 0.2936 3.9198 0.09 0.13 -0.48 -0.017
C -0.0568 0.7050 3.2676 -1.82 -0.46 0.51 -0.715
S -1.6450 0.2227 3.5537 -0.03 0.62 1.53 0.672
C 1.2217 -0.4862 5.1588 0.01 -0.26 0.61 -0.547
C 2.3111 -1.5425 4.9492 -0.08 0.14 -0.03 -0.038
C -0.0449 -1.2116 5.6001 0.02 0.03 0.14 -0.110
C 1.6164 0.5047 6.2581 -0.04 -0.12 -0.06 -0.019
C -0.0081 2.9725 -0.9478 0.10 0.61 0.22 -0.648
S -0.9645 1.7453 -1.6241 0.65 -2.06 0.96 0.779
H 1.8834 5.1476 -4.5642 -0.02 -0.01 -0.07 0.097
H 2.7780 4.9237 -3.0686 0.14 0.03 0.03 0.081
H 1.4328 6.0881 -3.1492 0.02 0.14 0.04 0.092
H 1.3126 2.8150 -4.8307 0.03 0.07 -0.14 0.096
H 0.7086 1.8530 -3.4876 0.05 0.00 -0.03 0.025
H 2.3478 2.5169 -3.4350 0.14 0.00 -0.03 0.069
H -0.5261 4.5668 -4.7043 0.00 0.00 -0.10 0.094
H -0.9512 5.2619 -3.1375 0.00 0.04 0.01 0.097
H -1.2834 3.5545 -3.4724 -0.06 0.01 -0.04 0.043
H 1.9704 5.5168 -1.0161 0.10 0.17 -0.11 0.118
H 1.1668 4.7512 1.4458 0.05 0.09 0.25 0.131
H -0.7300 3.5258 2.4118 -0.05 0.35 0.07 0.133
H -2.9302 4.0733 1.5803 0.03 0.21 0.07 0.128
H -5.1820 2.7931 0.7923 -0.16 0.03 -0.01 0.117
H -6.3941 1.5016 -0.4034 -0.04 0.12 -0.04 0.083
H -6.4612 0.7737 1.2180 -0.08 0.04 0.10 0.099
H -6.8633 -0.1749 -0.2094 -0.03 -0.06 -0.04 0.092
H -4.5409 0.9536 -1.9459 -0.05 0.09 -0.05 0.090
H -5.0502 -0.7377 -1.9208 -0.09 -0.11 -0.08 0.094
H -3.3696 -0.3095 -1.5789 0.07 -0.09 0.06 0.056
H -4.5891 -1.0681 1.8378 -0.01 -0.02 0.14 0.096
H -3.7613 -1.7735 0.4462 -0.04 -0.03 0.00 0.026
H -5.5134 -1.8306 0.5439 -0.14 -0.04 -0.04 0.088
H 2.2013 2.3209 1.6444 0.14 0.03 -0.13 0.102
H 3.1411 0.7548 3.6235 0.20 -0.04 0.12 0.119
H 2.0403 -2.2037 4.1294 -0.03 -0.06 -0.07 0.057
H 2.4115 -2.1375 5.8540 0.01 0.01 0.09 0.091
H 3.2797 -1.1042 4.7293 0.16 0.05 -0.04 0.075
H -0.4030 -1.8890 4.8315 -0.09 -0.03 -0.02 0.056
H -0.8382 -0.5153 5.8519 0.01 -0.12 -0.04 0.036
H 0.1892 -1.7912 6.4896 0.23 -0.09 0.12 0.088
H 2.5737 0.9746 6.0521 0.15 0.08 -0.03 0.080
H 1.6850 -0.0162 7.2083 0.05 -0.05 0.14 0.090
H 0.8591 1.2811 6.3472 -0.07 0.05 0.00 0.096
C -0.5632 -4.5563 1.6983 -0.10 -0.41 -0.17 -0.049
N 0.0892 -3.2921 1.4358 0.25 0.08 -0.36 -0.019
C 1.3390 -3.0623 1.0351 -0.40 -0.42 0.13 -0.771
S 2.0031 -1.5144 1.2746 -0.62 1.81 -0.78 0.715
N 2.1738 -3.9880 0.5504 -0.05 0.26 0.11 -0.031
C 1.8764 -5.2812 -0.0258 -0.17 -0.46 0.12 -0.059
H -1.3431 -4.3889 2.4376 0.04 0.04 0.00 0.099
H 0.1458 -5.2734 2.1074 -0.02 0.01 0.02 0.090
H -1.0247 -4.9779 0.8041 -0.02 -0.01 0.05 0.088
H -0.4441 -2.4573 1.6533 0.18 -0.01 0.17 0.038
H 3.0969 -3.6192 0.3691 -0.18 0.01 0.04 0.112
H 1.9161 -6.0774 0.7185 -0.05 -0.02 -0.05 0.089
H 2.6249 -5.4961 -0.7829 0.01 0.03 -0.04 0.094
H 0.9014 -5.2789 -0.5063 -0.01 0.01 0.00 0.089
N 1.9927 0.4944 -1.1902 1.98 1.14 0.58 0.005
C 3.0278 0.9875 -1.3634 -2.03 -1.08 0.06 -0.097
C 4.2583 1.5982 -1.6462 1.22 0.55 -0.40 -0.221
C 4.5549 2.8612 -1.1157 -0.22 -0.23 -0.01 -0.019
C 5.7561 3.4676 -1.4255 0.05 0.07 -0.01 -0.056
C 6.6650 2.8358 -2.2623 -0.11 -0.07 0.04 -0.048
C 6.3740 1.5860 -2.7901 0.09 0.01 -0.05 -0.054
C 5.1792 0.9629 -2.4900 -0.24 0.00 0.18 -0.008
H 3.8387 3.3508 -0.4716 -0.06 0.03 0.06 0.104
H 5.9863 4.4397 -1.0159 0.00 0.06 0.04 0.114
H 7.6014 3.3159 -2.4996 0.09 0.05 -0.03 0.114
H 7.0832 1.0958 -3.4405 0.03 -0.03 -0.03 0.115
H 4.9453 -0.0088 -2.8978 -0.01 -0.07 -0.04 0.124



# 4
34
Properties=species:S:1:pos:R:3:forces:R:3:lowdin_charge:R:1 method="wB97M-V/def2-TZVPD" e_tot_ev=-50588.0876 gap_ev=5.28 charge=-2 lumo_energy_ha=0.1506
Li 1.2714 -1.2180 0.6320 -0.30 0.38 -0.42 0.458
C -2.4318 -0.3289 -4.1750 0.03 0.04 0.05 -0.110
C -1.3342 -1.0449 -3.7178 -0.07 0.01 -0.04 -0.074
C -0.6698 -0.6458 -2.5678 0.16 -0.09 0.04 -0.020
C -1.0940 0.4899 -1.8929 -0.04 0.08 -0.08 -0.235
C -2.1892 1.2175 -2.3487 0.03 0.15 0.15 -0.044
C -2.8597 0.8032 -3.4867 0.01 -0.01 -0.01 -0.111
N -0.3565 0.7943 -0.7127 -0.17 -0.63 -0.52 0.077
N -0.3976 1.9532 -0.3125 -0.26 0.36 0.19 0.090
C 0.4005 2.0934 0.8780 0.19 0.01 -0.05 -0.317
C 0.2573 3.2331 1.6477 -0.11 0.19 0.03 -0.036
C 1.0829 3.3742 2.7539 -0.01 -0.02 -0.05 -0.092
C 2.0159 2.3868 3.0275 -0.02 -0.02 -0.02 -0.065
C 2.0755 1.2740 2.1912 -0.09 0.05 0.00 -0.098
N 1.2712 1.1424 1.1404 0.53 -0.33 0.38 0.117
H -2.9620 -0.6561 -5.0613 -0.01 0.01 -0.01 0.089
H -1.0014 -1.9283 -4.2474 0.02 0.00 0.02 0.103
H 0.1933 -1.1842 -2.1783 -0.10 -0.03 -0.01 -0.003
H -2.5015 2.0920 -1.7921 -0.04 -0.01 -0.02 0.095
H -3.7220 1.3586 -3.8361 -0.01 -0.01 0.00 0.088
H -0.4864 3.9716 1.3758 0.05 0.00 0.01 0.097
H 1.0032 4.2491 3.3877 -0.01 0.01 0.00 0.093
H 2.6896 2.4685 3.8707 -0.02 -0.01 0.00 0.095
H 2.7759 0.4553 2.3472 -0.06 0.06 -0.08 0.096
N -3.1712 -4.5690 3.7371 0.05 0.17 -0.15 0.013
C -2.7798 -3.6814 3.0872 0.33 -0.17 0.14 -0.483
N -2.4796 -2.6391 2.3713 -0.38 0.33 -0.21 0.023
C -1.3595 -2.1873 1.9096 -0.05 -0.15 0.21 -0.398
N -0.4378 -1.6450 1.4457 -0.27 -0.24 0.18 0.047
O 4.9525 -2.0834 0.0000 -0.14 0.04 -0.03 -0.473
S 3.5358 -2.3808 0.2074 0.39 -0.11 0.15 -0.022
O 3.2834 -3.7708 0.5771 0.03 0.06 -0.11 -0.466
O 2.9512 -1.4598 1.2458 0.33 -0.12 0.07 -0.599
S 2.4744 -1.9344 -1.5036 0.01 0.01 0.18 0.065



# 5
10
Properties=species:S:1:pos:R:3:forces:R:3:lowdin_charge:R:1 method="wB97M-V/def2-TZVPD" e_tot_ev=-14948.9445 smiles="[H]/N=C/N.S" gap_ev=10.54 lumo_energy_ha=0.0350 de_lowest_kcal_mol=14.8
H -0.9128 -2.1654 -1.1176 -0.72 -1.10 -0.57 0.014
N -0.4778 -1.5108 -0.5179 0.59 1.53 -0.16 0.067
C 0.0472 -0.6226 -1.2594 1.44 1.86 -0.39 -0.378
N 0.6914 0.5613 -0.7303 -0.40 -1.41 0.55 -0.001
H 0.0904 -0.5612 -2.4052 -0.22 -0.58 1.49 0.125
H 1.6535 0.7299 -1.1548 -1.90 -0.19 1.30 0.100
H 0.5160 0.6092 0.3323 1.26 -0.17 -2.30 0.030
S -0.6029 0.6283 2.8055 0.75 0.86 -0.46 0.456
H -1.2930 0.7223 1.6581 -0.03 -0.06 0.09 -0.226
H 0.2880 1.6091 2.3894 -0.76 -0.74 0.45 -0.186